[1]
This record from the Open Molecules 2025 dataset describes a 2-piece molecular cluster, C4H8O2 overall. The level of theory is ωB97M-V/def2-TZVPD.

Results
E_tot = -307.5055 Ha
HOMO level (alpha / beta) = -8.9304 / -8.9308 eV
relative energy (zero: lowest compared OMol25 entry of this formula, charge and spin) = 5.630 eV
LUMO level (alpha / beta) = -1.14 / -1.14 eV

Each atom is followed by the atoms it is bonded to, with distances in Å.
Positions of all 14 atoms, in Å:
1 C -1.4341 -0.8517 0.8274  C2 1.661, H7 1.090, H8 1.090, H9 1.092
2 C -0.3642 -0.3922 -0.3575  C1 1.661, C3 1.441, O4 1.299, H10 1.106
3 C 0.6524 -0.3988 0.6639  C2 1.441, H11 1.088, H13 1.090
4 O -0.6593 0.7639 -0.8705  C2 1.299
5 C 1.1810 1.5563 -1.1953  O6 1.200, H12 1.183, H14 1.106
6 O 1.5325 1.4974 -2.3416  C5 1.200
7 H -1.2306 -1.7947 1.3355  C1 1.090
8 H -1.6051 -0.0393 1.5331  C1 1.090
9 H -2.3258 -0.9683 0.2084  C1 1.092
10 H -0.3284 -1.2773 -1.0196  C2 1.106
11 H 0.6798 0.4413 1.3545  C3 1.088
12 H 1.5050 0.7027 -0.4429  C5 1.183
13 H 1.1814 -1.3045 0.9612  C3 1.090
14 H 0.9120 2.4898 -0.6673  C5 1.106

=====

[2]
This record from the Open Molecules 2025 dataset describes a 13-piece molecular cluster, C3H33N2O12 overall at a distorted geometry. The level of theory is ωB97M-V/def2-TZVPD.

Results
E_tot = -1146.1988 Ha
total charge = +1
HOMO level = -10.6843 eV
relative energy (zero: lowest compared OMol25 entry of this formula, charge and spin) = 5.030 eV
LUMO level = -2.43 eV

Each atom is followed by the atoms it is bonded to, with distances in Å.
Positions of all 50 atoms, in Å:
1 C 1.9616 -2.0529 1.5742  C2 1.450, H6 1.174, H7 1.134, H8 1.072
2 C 1.1957 -0.9704 0.9887  C1 1.450, C3 1.422, N5 1.361
3 C -0.1178 -1.2213 0.5048  C2 1.422, N4 1.440, H9 1.152
4 N -1.0689 -0.1637 0.2830  C3 1.440, H10 0.973, H11 1.030, H12 0.983
5 N 1.7065 0.2700 1.2169  C2 1.361, H13 1.041, H14 1.037
6 H 2.0764 -1.9738 2.7396  C1 1.174
7 H 3.0573 -1.9207 1.3154  C1 1.134
8 H 1.5616 -3.0308 1.3950  C1 1.072
9 H -0.4666 -2.3147 0.4055  C3 1.152
10 H -1.6884 -0.1223 1.0317  N4 0.973
11 H -1.6948 -0.4126 -0.4958  N4 1.030
12 H -0.6619 0.7282 0.2177  N4 0.983
13 H 2.6610 0.3946 1.6142  N5 1.041
14 H 1.3877 1.1077 0.6951  N5 1.037
15 H -2.6454 -3.4606 2.7644  O17 0.925
16 H -1.4759 -3.9861 2.0310  O17 0.941
17 O -1.7220 -3.4114 2.7347  H15 0.925, H16 0.941
18 H 1.0503 2.6656 2.1176  O20 0.956
19 H 0.0702 3.8434 1.9924  O20 0.930
20 O 0.7894 3.4164 1.5867  H18 0.956, H19 0.930
21 H -4.0187 0.8188 -0.2951  O23 1.072
22 H -4.5355 0.7532 1.2541  O23 0.984
23 O -3.7056 0.7323 0.7262  H21 1.072, H22 0.984
24 H 3.8592 1.5635 3.3837  O26 0.909
25 H 4.7234 0.6828 2.2106  O26 0.990
26 O 3.9070 1.0080 2.6662  H24 0.909, H25 0.990
27 H 3.4067 3.5471 -1.0583  O29 1.017
28 H 3.3568 1.9752 -0.8268  O29 0.973
29 O 2.9067 2.6954 -1.3021  H27 1.017, H28 0.973
30 H -0.0032 -0.8893 -2.4571  O32 0.991
31 H 0.5856 -1.6588 -3.5680  O32 0.901
32 O 0.1889 -1.8089 -2.7731  H30 0.991, H31 0.901
33 H 0.0099 1.1290 -2.9228  O35 0.940
34 H -0.8227 1.2114 -1.6780  O35 0.947
35 O -0.5906 0.6358 -2.3932  H33 0.940, H34 0.947
36 H 1.0812 2.9634 -3.0827  O38 0.883
37 H 2.0051 2.2135 -3.9833  O38 1.012
38 O 1.4568 2.1664 -3.1339  H36 0.883, H37 1.012
39 H -2.7388 -1.8161 -2.0704  O41 0.958
40 H -2.1529 -0.5064 -2.5026  O41 0.995
41 O -2.7772 -0.8895 -1.8284  H39 0.958, H40 0.995
42 H -0.1071 3.2381 0.0523  O44 1.024
43 H 0.7070 2.7677 -1.0182  O44 0.929
44 O -0.0882 2.4780 -0.6344  H42 1.024, H43 0.929
45 H -2.1023 -4.1980 -2.6003  O47 1.002
46 H -1.1167 -2.9903 -2.2084  O47 0.986
47 O -1.9132 -3.4919 -1.9143  H45 1.002, H46 0.986
48 H -2.0473 -1.2033 2.3096  O50 0.937
49 H -3.1903 -0.1939 2.4057  O50 0.947
50 O -2.2599 -0.3179 2.5304  H48 0.937, H49 0.947

=====

[3]
This record from the Open Molecules 2025 dataset describes one molecule with the formula C3HCl3N2 at a distorted geometry. The level of theory is ωB97M-V/def2-TZVPD.

Results
E_tot = -1604.9357 Ha
HOMO level = -10.9529 eV
relative energy (zero: lowest compared OMol25 entry of this formula, charge and spin) = 0.401 eV
LUMO level = -0.74 eV

Each atom is followed by the atoms it is bonded to, with distances in Å.
Positions of all 9 atoms, in Å:
1 H 1.6898 0.3013 1.6972  N2 1.072
2 N 1.5265 -0.3523 0.8640  H1 1.072, C3 1.221
3 C 0.5684 -0.3801 0.1071  N2 1.221, C4 1.414, C6 1.722
4 C 0.2922 -1.5151 -0.6894  C3 1.414, N5 1.145
5 N 0.1583 -2.4167 -1.3817  C4 1.145
6 C -0.6937 0.7739 -0.0925  C3 1.722, Cl7 1.843, Cl8 1.784, Cl9 1.809
7 Cl -1.9697 0.5696 1.2214  C6 1.843
8 Cl -0.0744 2.4450 -0.0248  C6 1.784
9 Cl -1.4974 0.5744 -1.7013  C6 1.809